DFT (ωB97M-V/def2-TZVPD) results for 21 unconnected molecules or ions with the total composition C52H74BrN24O2PS2 in a non-equilibrium geometry.

Output
ΔE to the lowest compared entry with this formula, charge and spin in kcal/mol: 135.23
Net charge: 0
F_max in eV/Å: 7.1
E_HOMO in eV: -8.7
Spin multiplicity: 1
Frontier orbital gap in eV: 6.943

Last columns: bonded neighbours and bond lengths (Å).
Geometry (Å):
1 Br -0.077 -4.547 -0.070  C74 2.012
2 S -1.833 2.491 1.813  C40 1.678
3 S 1.987 2.864 -2.283  P4 1.941
4 P 0.371 1.811 -2.066  S3 1.941, C64 1.939, H87 1.455, H96 1.451
5 O 2.276 -0.966 -4.170  C37 1.282
6 O 3.932 0.660 -0.747  C33 1.280
7 N 2.301 -0.628 -1.845  C33 1.484, C37 1.484, C67 1.492
8 N 11.769 1.222 6.822  C75 1.189
9 N 5.262 -16.290 -4.433  C66 1.189
10 N -4.420 5.860 4.390  C54 1.202
11 N 4.469 2.220 7.800  C51 1.189
12 N -13.813 -0.558 -1.654  C42 1.189
13 N 3.590 -10.961 -3.065  C53 1.189
14 N -9.214 1.238 -3.086  C41 1.190
15 N -1.028 0.407 -0.159  C40 1.329, C64 1.535
16 N 1.942 1.512 1.609  C82 1.216
17 N -11.069 -4.012 -4.961  C46 1.189
18 N -5.721 -2.267 -5.187  C32 1.189
19 N 2.888 2.087 -8.757  C61 1.199
20 N 0.610 8.778 1.198  C44 1.190
21 N 6.427 3.941 9.497  C50 1.189
22 N 7.254 1.314 -5.622  C45 1.190
23 N 0.239 -3.061 5.164  C47 1.189
24 N -0.846 -1.865 -2.863  C65 1.217
25 N 4.981 0.225 13.020  C71 1.190
26 N -0.478 4.818 -1.797  C31 1.190
27 N -13.257 4.899 -1.943  C79 1.190
28 N 7.231 1.183 3.324  C52 1.190
29 N -4.995 0.935 2.192  C38 1.189
30 N 1.186 -6.040 -3.598  C43 1.190
31 C -0.572 5.511 -0.833  N26 1.190, C76 1.502
32 C -4.984 -1.818 -4.369  N18 1.189, C78 1.502
33 C 3.548 -0.523 -1.048  O6 1.280, N7 1.484, C73 1.601
34 C 1.245 -1.900 0.194  C67 1.609, C74 1.612, H114 1.163, H123 1.162
35 C 10.648 1.695 4.421  C75 1.502, H90 1.092, H149 1.092, H150 1.091
36 C 3.861 0.686 10.615  C71 1.503, H104 1.091, H120 1.092, H143 1.091
37 C 2.415 -1.522 -3.024  O5 1.282, N7 1.484, C56 1.601
38 C -5.503 1.918 2.629  N29 1.189, C81 1.502
39 C 5.241 -13.740 -3.571  C66 1.503, H88 1.091, H89 1.092, H106 1.091
40 C -1.229 1.282 0.821  S2 1.678, N15 1.329
41 C -8.728 2.316 -3.219  N14 1.190, C49 1.502
42 C -13.556 -1.611 -2.145  N12 1.189, C80 1.502
43 C 0.695 -5.829 -4.660  N30 1.190, C57 1.502
44 C 1.676 8.711 0.672  N20 1.190, C69 1.502
45 C 6.088 1.112 -5.745  N22 1.190, C55 1.503
46 C -10.007 -4.093 -5.488  N17 1.189, C77 1.502
47 C -0.244 -2.063 5.594  N23 1.189, C60 1.502
48 C 5.163 2.318 2.027  C52 1.502, H112 1.092, H132 1.092, H145 1.092
49 C -8.114 3.677 -3.386  C41 1.502, H101 1.091, H116 1.091, H134 1.092
50 C 5.840 4.188 10.500  N21 1.189, C62 1.502
51 C 5.535 2.145 7.277  N11 1.189, C59 1.501
52 C 6.317 1.685 2.751  N28 1.190, C48 1.502
53 C 3.107 -9.964 -2.632  N13 1.189, C70 1.502
54 C -5.351 6.490 3.966  N10 1.202, C63 1.502
55 C 4.615 0.857 -5.900  C45 1.503, H139 1.091, H142 1.091, H144 1.091
56 C 2.724 -3.093 -3.024  C37 1.601, H86 1.145, H119 1.164, H121 1.159
57 C 0.074 -5.563 -6.002  C43 1.502, H105 1.092, H130 1.092, H133 1.091
58 C 5.375 2.509 -9.723  C61 1.503, H109 1.092, H129 1.091, H141 1.092
59 C 6.879 2.051 6.615  C51 1.501, H147 1.092, H153 1.091, H155 1.092
60 C -0.854 -0.802 6.137  C47 1.502, H92 1.092, H111 1.092, H152 1.091
61 C 3.994 2.272 -9.182  N19 1.199, C58 1.503
62 C 5.097 4.500 11.768  C50 1.502, H83 1.091, H138 1.092, H146 1.092
63 C -6.509 7.292 3.443  C54 1.502, H126 1.091, H127 1.091, H154 1.092
64 C 0.442 0.583 -0.567  P4 1.939, N15 1.535, C67 1.643, C82 1.604
65 C -0.038 -1.484 -2.037  N24 1.217, C67 1.632
66 C 5.253 -15.163 -4.052  N9 1.189, C39 1.503
67 C 1.079 -0.861 -1.023  N7 1.492, C34 1.609, C64 1.643, C65 1.632
68 C -0.047 -2.817 2.271  C74 1.642, H103 1.145, H131 1.164, H151 1.144
69 C 3.021 8.626 0.008  C44 1.502, H98 1.092, H99 1.092, H115 1.091
70 C 2.497 -8.705 -2.085  C53 1.502, H95 1.091, H97 1.092, H128 1.091
71 C 4.486 0.428 11.957  N25 1.190, C36 1.503
72 C -12.678 2.515 -3.052  C79 1.502, H113 1.092, H118 1.092, H122 1.092
73 C 4.500 -1.717 -0.568  C33 1.601, H100 1.143, H107 1.164, H110 1.161
74 C -0.104 -2.664 0.637  Br1 2.012, C34 1.612, C68 1.642, H135 1.143
75 C 11.274 1.431 5.761  N8 1.189, C35 1.502
76 C -0.691 6.385 0.383  C31 1.502, H91 1.095, H93 1.092, H124 1.092
77 C -8.663 -4.196 -6.152  C46 1.502, H102 1.091, H117 1.091, H140 1.092
78 C -4.055 -1.250 -3.334  C32 1.502, H84 1.092, H85 1.092, H156 1.092
79 C -13.001 3.846 -2.433  N27 1.190, C72 1.502
80 C -13.232 -2.940 -2.765  C42 1.502, H94 1.091, H125 1.092, H148 1.091
81 C -6.144 3.159 3.180  C38 1.502, H108 1.092, H136 1.092, H137 1.091
82 C 1.178 1.211 0.712  N16 1.216, C64 1.604
83 H 5.336 5.512 12.099  C62 1.091
84 H -3.020 -1.359 -3.663  C78 1.092
85 H -4.271 -0.191 -3.182  C78 1.092
86 H 3.805 -3.365 -2.764  C56 1.145
87 H -0.706 2.728 -1.727  P4 1.455
88 H 4.974 -13.707 -2.513  C39 1.091
89 H 6.228 -13.295 -3.703  C39 1.092
90 H 10.848 2.723 4.113  C35 1.092
91 H -0.095 7.295 0.248  C76 1.095
92 H -1.479 -0.334 5.373  C60 1.092
93 H -1.735 6.663 0.540  C76 1.092
94 H -13.653 -2.994 -3.770  C80 1.091
95 H 1.874 -8.233 -2.846  C70 1.091
96 H -0.072 1.147 -3.278  P4 1.451
97 H 1.882 -8.938 -1.215  C70 1.092
98 H 3.703 9.349 0.457  C69 1.092
99 H 3.433 7.623 0.131  C69 1.092
100 H 4.065 -2.769 -0.675  C73 1.143
101 H -7.026 3.603 -3.335  C49 1.091
102 H -8.759 -3.988 -7.219  C77 1.091
103 H 0.436 -1.908 2.772  C68 1.145
104 H 4.277 0.002 9.874  C36 1.091
105 H 0.490 -6.245 -6.745  C57 1.092
106 H 4.511 -13.161 -4.139  C39 1.091
107 H 5.475 -1.675 -1.202  C73 1.164
108 H -6.764 2.908 4.043  C81 1.092
109 H 5.389 2.325 -10.798  C58 1.092
110 H 4.854 -1.585 0.529  C73 1.161
111 H -0.067 -0.106 6.431  C60 1.092
112 H 4.286 1.671 2.088  C48 1.092
113 H -11.595 2.387 -3.113  C72 1.092
114 H 1.972 -2.726 -0.182  C34 1.163
115 H 2.922 8.842 -1.058  C69 1.091
116 H -8.398 4.096 -4.353  C49 1.091
117 H -8.259 -5.202 -6.020  C77 1.091
118 H -13.098 1.710 -2.445  C72 1.092
119 H 2.019 -3.579 -2.235  C56 1.164
120 H 2.781 0.533 10.673  C36 1.092
121 H 2.434 -3.590 -4.031  C56 1.159
122 H -13.100 2.461 -4.057  C72 1.092
123 H 1.753 -1.432 1.128  C34 1.162
124 H -0.328 5.850 1.262  C76 1.092
125 H -13.651 -3.745 -2.159  C80 1.092
126 H -6.893 7.945 4.228  C63 1.091
127 H -6.187 7.902 2.598  C63 1.091
128 H 3.285 -8.009 -1.789  C70 1.091
129 H 5.676 3.541 -9.533  C58 1.091
130 H 0.279 -4.535 -6.308  C57 1.092
131 H -1.162 -2.807 2.606  C68 1.164
132 H 5.421 2.471 0.978  C48 1.092
133 H -1.006 -5.710 -5.947  C57 1.091
134 H -8.464 4.341 -2.593  C49 1.092
135 H -1.076 -2.106 0.416  C74 1.143
136 H -6.770 3.622 2.415  C81 1.092
137 H -5.379 3.874 3.487  C81 1.091
138 H 5.382 3.793 12.549  C62 1.092
139 H 4.066 1.798 -5.843  C55 1.091
140 H -7.974 -3.475 -5.708  C77 1.092
141 H 6.085 1.836 -9.237  C58 1.092
142 H 4.417 0.388 -6.865  C55 1.091
143 H 4.060 1.712 10.303  C36 1.091
144 H 4.267 0.193 -5.106  C55 1.091
145 H 4.925 3.283 2.480  C48 1.092
146 H 4.021 4.426 11.596  C62 1.092
147 H 7.565 2.772 7.064  C59 1.092
148 H -12.150 -3.067 -2.826  C80 1.091
149 H 9.568 1.544 4.479  C35 1.092
150 H 11.063 1.013 3.676  C35 1.091
151 H 0.386 -3.821 2.605  C68 1.144
152 H -1.470 -1.033 7.008  C60 1.091
153 H 6.784 2.265 5.549  C59 1.091
154 H -7.307 6.622 3.115  C63 1.092
155 H 7.286 1.046 6.742  C59 1.092
156 H -4.185 -1.779 -2.388  C78 1.092